(1)
C7H7OPS3 | ωB97M-V with the def2-TZVPD basis set

Properties
* LUMO level: -1.03 eV
* E_HOMO: -8.3 eV
* frontier orbital gap: 7.23 eV
* ΔE to the lowest compared entry with this formula, charge and spin: 0.0 kcal/mol
* SMILES string: CS[P@@]1(=S)Oc2ccccc2S1

```
! RIJCOSX wB97M-V def2-TZVPD def2/J DEFGRID3
* xyz 0 1
C -1.941 -1.084 1.939
C -1.681 -2.323 1.303
C -1.170 0.004 1.817
C -0.534 -2.389 0.459
C -0.033 -0.024 1.012
C 0.260 -1.295 0.421
C 0.761 2.667 -2.350
O 0.737 1.003 0.779
P 1.952 0.535 -0.922
S 3.688 1.374 -1.272
S 1.895 -1.439 -0.303
S 0.670 0.868 -2.525
H -2.894 -1.020 2.505
H -2.329 -3.153 1.508
H -1.461 1.100 2.133
H -0.267 -3.506 0.336
H 0.531 2.834 -1.248
H 0.052 2.992 -3.107
H 1.764 2.856 -2.484
*
```



(2)
C27H48BBrClN6O7S | ωB97M-V with the def2-TZVPD basis set

Properties
* LUMO level: -2.07 eV
* E_HOMO: -10.8 eV
* frontier orbital gap: 8.68 eV

```
! RIJCOSX wB97M-V def2-TZVPD def2/J DEFGRID3
* xyz 1 1
C -3.972 0.677 0.826
C -2.790 0.510 0.625
C -1.365 0.260 0.326
N -0.899 -0.734 1.363
C 0.565 -0.968 1.219
C 1.017 -1.860 2.416
C 1.688 -0.974 3.483
C 2.314 -1.910 4.554
Cl 0.509 0.122 4.286
C 0.959 -1.535 -0.218
C 0.464 -3.010 -0.258
C 0.430 -3.762 -1.602
C -0.411 -3.156 -2.735
Br -0.114 -4.286 -4.336
C 2.501 -1.537 -0.214
C 3.047 -1.899 -1.657
C 4.117 -3.123 -1.657
O 4.348 -1.576 -1.892
N 0.333 -0.611 -1.197
C 1.088 0.636 -1.341
C 0.387 1.886 -1.916
C 0.349 1.914 -3.462
C 1.706 2.079 -4.148
S 2.390 3.776 -4.113
C 2.909 3.814 -2.408
N 3.655 2.898 -1.920
N 3.770 3.248 -0.585
C 3.099 4.288 -0.367
O 2.506 4.733 -1.538
C -1.086 -0.514 -1.026
O -1.838 -0.027 -2.120
B -2.858 -0.923 -2.438
O -2.918 -1.428 -3.710
O -3.784 -1.292 -1.506
H -4.974 0.993 1.022
H -0.849 1.221 0.397
H -1.114 -0.299 2.269
H -1.494 -1.587 1.317
H 1.041 0.004 1.407
H 0.162 -2.395 2.855
H 1.769 -2.610 2.154
H 2.531 -0.424 3.046
H 3.315 -2.219 4.215
H 2.438 -1.418 5.522
H 1.712 -2.825 4.626
H 1.076 -3.622 0.414
H -0.553 -3.065 0.173
H -0.012 -4.749 -1.394
H 1.418 -4.006 -2.015
H -1.472 -3.290 -2.508
H -0.134 -2.154 -3.051
H 2.847 -2.411 0.335
H 2.988 -0.599 0.067
H 2.343 -1.858 -2.500
H 3.474 -3.583 -2.493
H 5.034 -3.279 -2.252
H 1.612 0.978 -0.429
H 1.917 0.439 -2.042
H -0.657 2.019 -1.594
H 0.876 2.772 -1.484
H -0.417 2.624 -3.799
H -0.040 0.926 -3.773
H 1.573 1.854 -5.215
H 2.476 1.410 -3.752
H 2.952 4.809 0.571
H -1.546 -1.499 -0.819
H -2.342 -0.899 -4.278
H -4.659 -1.038 -1.825
C -4.637 -3.400 0.612
C -3.457 -3.480 1.556
O -2.564 -2.618 1.576
N -3.392 -4.532 2.389
C -4.329 -5.638 2.514
H -4.545 -2.501 0.014
H -4.640 -4.266 -0.052
H -5.575 -3.353 1.167
H -2.581 -4.525 2.989
H -4.713 -5.661 3.535
H -3.803 -6.571 2.314
H -5.159 -5.542 1.824
C 0.862 6.672 0.623
C 1.414 6.994 1.988
O 2.601 6.861 2.245
N 0.548 7.436 2.934
C -0.882 7.653 2.812
H 1.671 6.339 -0.012
H 0.120 5.875 0.695
H 0.413 7.557 0.170
H 0.986 7.630 3.822
H -1.103 8.699 3.029
H -1.400 7.026 3.541
H -1.242 7.413 1.817
*
```



(3)
C28H72O12Sr | ωB97M-V with the def2-TZVPD basis set

Properties
* LUMO level: -0.89 eV
* E_HOMO: -9.0 eV
* frontier orbital gap: 8.11 eV
* ΔE to the lowest compared entry with this formula, charge and spin: 2.8 kcal/mol

```
! RIJCOSX wB97M-V def2-TZVPD def2/J DEFGRID3
* xyz 0 1
Sr 1.253 -23.946 2.084
C -0.661 -25.412 3.894
O -1.670 -25.594 4.612
O 0.454 -24.948 4.386
O -0.705 -25.495 2.594
C -3.117 -21.987 1.910
C -2.075 -22.247 0.844
C -1.421 -20.971 0.370
O -1.032 -23.049 1.416
H -3.520 -22.938 2.274
H -3.953 -21.389 1.543
H -2.683 -21.471 2.769
H -2.544 -22.777 0.010
H -0.653 -21.188 -0.381
H -0.956 -20.443 1.198
H -2.120 -20.309 -0.143
H -1.429 -23.837 1.837
C -6.131 -24.653 3.222
C -4.880 -24.815 4.063
C -5.201 -25.113 5.512
O -4.141 -25.890 3.491
H -6.821 -23.949 3.694
H -6.659 -25.604 3.137
H -5.872 -24.308 2.221
H -4.288 -23.892 4.002
H -5.816 -26.016 5.593
H -5.785 -24.302 5.962
H -4.309 -25.301 6.112
H -3.239 -25.869 3.868
C -2.682 -28.933 4.665
C -3.267 -28.329 5.934
C -3.617 -29.373 6.972
O -2.346 -27.435 6.553
H -2.872 -28.283 3.806
H -3.049 -29.941 4.467
H -1.592 -29.004 4.737
H -4.178 -27.772 5.687
H -2.726 -29.884 7.343
H -4.269 -30.137 6.543
H -4.120 -28.904 7.818
H -2.064 -26.783 5.887
C 2.765 -29.437 4.257
C 1.635 -28.467 4.491
C 1.057 -28.605 5.895
O 2.166 -27.150 4.295
H 2.370 -30.455 4.253
H 3.503 -29.379 5.061
H 3.287 -29.211 3.327
H 0.837 -28.630 3.754
H 0.666 -29.621 6.016
H 0.240 -27.910 6.081
H 1.850 -28.480 6.634
H 1.525 -26.489 4.599
C 1.691 -25.071 7.802
C 2.159 -23.718 7.281
C 3.470 -23.302 7.901
O 2.393 -23.809 5.867
H 1.695 -25.110 8.893
H 2.296 -25.884 7.402
H 0.655 -25.236 7.488
H 1.390 -22.961 7.472
H 3.405 -23.183 8.982
H 3.835 -22.373 7.449
H 4.251 -24.031 7.669
H 1.653 -24.332 5.509
C 0.592 -26.193 -2.265
C 0.573 -24.877 -1.521
C -0.672 -24.072 -1.864
O 0.601 -25.126 -0.100
H 0.611 -25.994 -3.343
H -0.303 -26.784 -2.074
H 1.483 -26.785 -2.054
H 1.488 -24.333 -1.761
H -0.523 -23.014 -1.647
H -1.507 -24.452 -1.276
H -0.949 -24.158 -2.916
H 0.073 -25.938 0.078
C -3.446 -26.061 0.106
C -2.641 -27.322 0.393
C -2.729 -28.360 -0.697
O -1.245 -26.988 0.559
H -4.493 -26.164 0.394
H -3.401 -25.809 -0.959
H -3.047 -25.224 0.682
H -2.998 -27.742 1.339
H -2.492 -27.939 -1.677
H -3.745 -28.756 -0.772
H -2.052 -29.180 -0.463
H -1.124 -26.654 1.473
C 0.183 -19.458 3.638
C 1.278 -20.493 3.775
C 1.908 -20.470 5.156
O 0.772 -21.811 3.483
H -0.743 -19.830 4.080
H -0.005 -19.179 2.601
H 0.435 -18.530 4.156
H 2.072 -20.321 3.044
H 1.157 -20.521 5.952
H 2.451 -19.535 5.300
H 2.567 -21.327 5.304
H 0.271 -22.116 4.270
C -1.996 -23.449 7.490
C -2.257 -22.567 6.280
C -2.363 -21.098 6.637
O -1.175 -22.668 5.330
H -1.468 -22.888 8.270
H -1.419 -24.329 7.214
H -2.922 -23.779 7.966
H -3.197 -22.854 5.795
H -2.733 -20.533 5.776
H -1.373 -20.690 6.854
H -3.030 -20.932 7.480
H -1.081 -23.617 5.148
*
```



(4)
C36H26CrF6N9O4S4 | ωB97M-V with the def2-TZVPD basis set

Properties
* LUMO level (spin up / spin down): -1.36 / -1.62 eV
* E_HOMO (spin up / spin down): -8.0 / -7.8 eV
* frontier orbital gap (spin up / spin down): 6.61 / 6.18 eV
* ΔE to the lowest compared entry with this formula, charge and spin: 0.0 kcal/mol

```
! RIJCOSX wB97M-V def2-TZVPD def2/J DEFGRID3
* xyz 0 4
Cr -0.292 0.123 0.118
S -0.007 -0.002 2.460
C 1.723 0.060 2.366
N 2.440 0.031 3.482
N 3.716 0.390 3.452
C 4.357 1.449 2.759
C 5.746 1.434 2.730
C 6.440 2.477 2.134
C 5.755 3.543 1.573
C 4.366 3.561 1.625
C 3.663 2.523 2.211
N 2.414 0.016 1.184
N 1.718 -0.093 0.131
C 2.506 -0.152 -1.065
C 2.200 -1.086 -2.044
C 2.950 -1.117 -3.209
C 3.995 -0.220 -3.393
C 4.296 0.706 -2.402
C 3.553 0.745 -1.232
H 4.209 0.077 4.272
H 6.283 0.597 3.161
H 7.521 2.448 2.108
H 6.294 4.355 1.104
H 3.811 4.389 1.202
H 2.583 2.564 2.237
H 1.397 -1.793 -1.887
H 2.717 -1.847 -3.972
H 4.575 -0.245 -4.306
H 5.111 1.406 -2.539
H 3.769 1.466 -0.456
N 2.111 6.703 -7.400
C 1.801 5.986 -6.557
C 1.419 5.084 -5.502
C 0.186 5.233 -4.872
C -0.172 4.363 -3.856
C 0.694 3.344 -3.473
C 1.920 3.194 -4.109
C 2.288 4.064 -5.121
C 0.312 2.395 -2.390
C -0.163 1.157 -2.787
C -0.528 0.788 -4.108
C -1.188 -0.414 -4.020
C -1.194 -0.758 -2.653
N -0.568 0.152 -1.911
C 0.391 2.863 -1.076
C 0.733 4.174 -0.674
C 0.575 4.230 0.696
C 0.158 2.949 1.093
N 0.051 2.121 0.050
H -0.482 6.026 -5.180
H -1.128 4.466 -3.359
H 2.582 2.392 -3.807
H 3.241 3.957 -5.620
H -0.350 1.381 -4.991
H -1.643 -0.982 -4.814
H -1.641 -1.633 -2.206
H 1.035 4.970 -1.336
H 0.719 5.077 1.347
H -0.076 2.606 2.089
S -0.598 -2.389 -0.065
C -0.840 -3.039 1.503
N -2.109 -3.359 1.840
C -2.486 -3.881 3.026
C -1.545 -4.134 3.979
C -0.209 -3.834 3.684
C 0.141 -3.295 2.471
H -2.818 -3.129 1.149
H -3.544 -4.063 3.147
H -1.839 -4.546 4.932
H 0.558 -4.021 4.424
H 1.166 -3.060 2.232
F -2.882 3.207 -0.043
C -3.604 2.272 -0.664
F -3.047 2.018 -1.845
F -4.837 2.730 -0.854
S -3.666 0.766 0.395
O -2.288 0.283 0.374
O -4.159 1.191 1.662
N -4.506 -0.211 -0.470
S -5.888 -0.875 -0.069
O -6.710 -0.092 0.795
O -6.426 -1.516 -1.224
C -5.348 -2.278 0.998
F -6.408 -2.976 1.395
F -4.682 -1.855 2.084
F -4.515 -3.119 0.342
*
```



(5)
C5H13NO2 | ωB97M-V with the def2-TZVPD basis set

Properties
* LUMO level: -2.85 eV
* E_HOMO: -7.4 eV
* frontier orbital gap: 4.50 eV
* ΔE to the lowest compared entry with this formula, charge and spin: 132.7 kcal/mol

```
! RIJCOSX wB97M-V def2-TZVPD def2/J DEFGRID3
* xyz 0 1
N -0.480 -1.349 0.836
C 0.356 -0.169 0.509
C -0.341 1.006 -0.182
C 3.991 0.122 -0.319
C 2.734 0.702 0.119
C 1.697 -0.194 0.646
H -0.239 -2.161 0.173
H -1.424 -1.112 0.629
H -0.960 1.535 0.542
H 0.414 1.759 -0.529
H 4.142 -0.709 0.364
H 4.851 0.715 0.014
H 4.051 -0.010 -1.395
H 2.308 1.564 -0.274
H 2.122 -1.126 1.172
H -3.203 0.125 -0.575
H -3.284 -1.511 -1.605
O -2.718 -0.993 -1.001
H -4.502 1.124 -0.188
H -0.976 0.615 -0.996
O -3.602 0.972 0.023
*
```



Number 1: calculated total energy -1882.0783 Ha. Number 2: calculated total energy -5369.7269 Ha. Number 3: calculated total energy -2043.8224 Ha. Number 4: calculated total energy -5417.6591 Ha. Number 5: calculated total energy -403.3651 Ha.